The following is a DFT calculation (ωB97M-V/def2-TZVPD) of the molecule C17H24ClNO2.

The HOMO energy is -8.4 eV. Its relative energy (zero: lowest compared OMol25 entry of this formula, charge and spin) is 2.14 kcal/mol. Its SMILES is Cc1cc(OCCCC(=O)N2CCCCC2)cc(C)c1Cl. As for the net charge: 0. Its gap between HOMO and LUMO is 0.331 hartree.

Last column: natural (NBO) charge in e.
CARTESIAN COORDINATES (ANGSTROEM)
Cl -4.618 -0.328 0.228  -0.02
O 3.113 -0.078 1.663  -0.65
O 0.716 1.975 0.910  -0.50
N 1.765 -0.821 0.030  -0.45
C 2.881 2.499 0.095  -0.40
C 3.268 1.101 -0.398  -0.50
C -1.369 1.907 -0.358  -0.35
C -0.542 1.524 0.690  0.33
C -1.007 0.593 1.620  -0.27
C -2.257 0.016 1.498  0.00
C -2.740 -0.999 2.485  -0.64
C 2.698 0.027 0.522  0.70
C 1.280 -3.206 0.013  -0.41
C -0.083 -1.603 -1.366  -0.40
C 0.175 -3.077 -1.043  -0.40
C -3.052 0.398 0.417  -0.10
C 1.206 -0.790 -1.308  -0.21
C 1.384 2.763 -0.051  -0.06
C -2.632 1.346 -0.507  0.09
C 1.353 -1.942 0.859  -0.23
C -3.520 1.753 -1.641  -0.65
H 3.430 3.255 -0.470  0.21
H -0.518 -1.505 -2.362  0.22
H -4.457 2.157 -1.259  0.23
H 0.468 -3.612 -1.947  0.20
H 1.164 3.825 0.127  0.18
H -0.793 -1.177 -0.656  0.21
H 0.976 0.240 -1.592  0.20
H -1.990 -1.175 3.252  0.22
H -3.763 0.890 -2.260  0.23
H 4.354 1.006 -0.328  0.24
H 2.094 -2.037 1.655  0.25
H 2.248 -3.356 -0.470  0.20
H -3.657 -0.656 2.961  0.23
H -0.354 0.333 2.438  0.23
H 0.379 -1.738 1.317  0.19
H -2.963 -1.940 1.983  0.23
H -3.039 2.506 -2.260  0.21
H 1.096 -4.066 0.657  0.22
H 2.979 0.967 -1.438  0.20
H -0.750 -3.527 -0.680  0.21
H 1.062 2.508 -1.068  0.17
H 3.145 2.582 1.149  0.23
H 1.926 -1.197 -2.033  0.18
H -1.057 2.657 -1.069  0.22


The following is a DFT calculation (ωB97M-V/def2-TZVPD) of a structure of composition C17H24ClNPd.

Its expectation value of S² is 6.02. The HOMO energy (spin up / spin down) is -13.4 / -14.7 eV. Its relative energy (zero: lowest compared OMol25 entry of this formula, charge and spin) is 8.06 kcal/mol. The spin multiplicity is 5. As for the net charge: +2. Its gap between HOMO and LUMO (spin up / spin down) is 0.191 / 0.217 hartree.

Last column: natural (NBO) charge in e.
CARTESIAN COORDINATES (ANGSTROEM)
Pd 0.142 0.300 0.559  0.81
Cl -0.021 -1.728 -0.111  -0.58
N 0.248 2.786 2.139  -0.44
C 2.175 -0.136 -0.160  -0.24
C 0.495 3.910 1.980  0.37
C -1.895 1.240 0.990  -0.22
C 1.851 2.152 -0.373  -0.19
C -1.861 0.261 -1.145  -0.15
C -1.665 2.260 0.004  -0.18
C -0.256 -5.433 -0.840  0.66
C 2.261 1.129 0.540  -0.24
C -0.604 -4.971 -2.215  -0.77
C 1.178 -5.400 -0.422  -0.77
C 1.663 0.147 -1.493  -0.17
C -0.286 6.276 2.242  -0.59
C -1.640 1.644 -1.279  -0.13
C 0.849 5.315 1.846  -0.53
C -1.302 -5.353 0.224  -0.77
C 1.481 1.541 -1.599  -0.14
C -2.050 -0.024 0.275  -0.23
H -1.622 3.319 0.210  0.26
H 2.517 -1.077 0.255  0.28
H 0.076 7.302 2.322  0.25
H -1.081 6.252 1.495  0.21
H 1.904 3.219 -0.182  0.25
H 1.784 -4.756 -1.082  0.27
H 1.162 2.041 -2.514  0.26
H 1.489 -0.583 -2.288  0.26
H -1.918 -0.468 -1.947  0.26
H -0.710 5.993 3.214  0.23
H -1.568 2.151 -2.234  0.25
H -1.770 -6.324 0.471  0.33
H 0.207 -4.374 -2.666  0.27
H -2.042 1.332 2.059  0.28
H -0.892 -4.974 1.176  0.28
H 2.643 1.225 1.552  0.28
H 1.159 5.495 0.806  0.25
H 1.676 -6.388 -0.434  0.33
H -2.135 -4.689 -0.065  0.27
H -2.358 -0.942 0.755  0.28
H 1.298 -5.023 0.608  0.28
H -0.795 -5.799 -2.924  0.33
H -1.519 -4.353 -2.225  0.27
H 1.734 5.507 2.479  0.28


The following is a DFT calculation (ωB97M-V/def2-TZVPD) of a structure of composition C17H24CsF5N3NbOS.

The HOMO energy is -15.0 eV. As for the net charge: +2. Its gap between HOMO and LUMO is 0.254 hartree.

Last column: Mulliken charge in e.
CARTESIAN COORDINATES (ANGSTROEM)
Cs -2.758 -2.519 -1.409  1.16
Nb -0.447 0.054 -0.009  -0.37
S 0.339 1.175 1.853  -0.36
F 6.041 2.832 2.267  -0.24
F 4.265 4.414 0.898  -0.26
F 2.631 -0.393 3.006  -0.29
F 1.652 3.631 0.633  -0.35
F 5.231 0.433 3.327  -0.25
O -2.522 3.474 -1.653  -0.41
N -1.699 1.317 -0.961  -0.66
N 0.604 -0.937 -1.443  0.39
N -1.895 -1.249 0.554  -0.28
C 0.081 0.267 -3.521  -1.43
C -2.089 2.437 -1.310  0.97
C -0.874 -2.170 1.138  -0.87
C 4.762 2.434 2.124  0.46
C -4.117 -0.158 0.546  -1.15
C -3.164 -1.056 1.354  1.16
C 4.348 1.213 2.665  0.25
C 1.126 0.066 -2.422  1.83
C 3.021 0.821 2.530  0.38
C 1.404 1.368 -1.687  -1.61
C 3.852 3.248 1.441  0.28
C -3.830 -2.438 1.597  -1.52
C -2.804 -0.392 2.687  -1.62
C 0.660 -2.346 -1.880  -1.32
C 2.527 2.846 1.326  0.06
C 2.085 1.641 1.884  0.32
C 2.432 -0.418 -3.060  -1.98
H 0.385 -3.047 -1.069  0.28
H -0.156 -0.685 -4.017  0.38
H 2.845 0.395 -3.673  0.43
H -4.734 -0.738 -0.170  0.42
H 0.157 -1.702 1.060  0.39
H 2.364 1.308 -1.158  0.38
H 1.694 -2.608 -2.158  0.34
H 0.477 0.969 -4.271  0.45
H -4.369 -2.378 2.552  0.39
H -3.728 -0.252 3.274  0.57
H -2.335 0.591 2.542  0.39
H 0.017 -2.547 -2.768  0.41
H 0.596 1.661 -0.942  0.53
H -1.062 -2.347 2.212  0.43
H -4.818 0.312 1.254  0.42
H -3.595 0.645 0.001  0.02
H 2.286 -1.282 -3.718  0.50
H -3.107 -3.267 1.677  0.39
H 3.173 -0.666 -2.291  0.49
H -0.847 -3.149 0.615  0.51
H -0.848 0.689 -3.120  0.24
H -2.117 -1.019 3.271  0.39
H -4.596 -2.673 0.833  0.41
H 1.457 2.191 -2.413  0.53


The following is a DFT calculation (ωB97M-V/def2-TZVPD) of a structure of composition C17H24F5N3ORbV.

The HOMO energy (spin up / spin down) is -15.0 / -15.0 eV. As for the net charge: +2. Its gap between HOMO and LUMO (spin up / spin down) is 0.210 / 0.211 hartree.

Last column: natural (NBO) charge in e.
CARTESIAN COORDINATES (ANGSTROEM)
Rb -2.031 1.039 -2.929  0.97
V -0.112 0.211 -0.187  1.53
F 2.887 -1.041 -0.738  -0.32
F 4.414 -2.829 0.496  -0.26
F 1.696 -2.565 4.366  -0.26
F 3.892 -3.615 3.080  -0.25
F 0.108 -0.827 3.169  -0.31
O -2.760 -1.372 2.615  -0.37
N -0.314 -0.558 -1.907  -0.61
N -1.688 -0.319 0.734  -0.82
N -0.002 2.104 -0.198  -0.51
C -2.219 -0.854 1.699  0.92
C 1.125 -1.329 2.408  0.39
C -0.997 -1.905 -3.917  -0.63
C 0.879 -0.016 -2.572  -0.46
C 1.960 -2.223 3.089  0.27
C -2.162 -2.178 -1.740  -0.62
C 3.341 -2.343 1.147  0.27
C 0.267 2.028 2.249  -0.63
C -1.634 3.251 1.217  -0.62
C -0.806 -1.900 -2.387  0.11
C 1.316 -0.937 1.080  -0.48
C -0.039 2.950 -1.410  -0.48
C 0.205 -2.988 -2.005  -0.63
C -0.158 2.882 1.071  0.09
C 2.484 -1.442 0.508  0.38
C 3.076 -2.751 2.450  0.34
C 0.698 4.151 1.107  -0.63
H -0.109 -1.543 -4.456  0.23
H -2.496 -3.179 -2.049  0.26
H -2.123 -2.151 -0.647  0.23
H -1.787 3.799 2.156  0.26
H 1.163 -2.854 -2.524  0.23
H -2.260 2.348 1.237  0.21
H 1.741 3.931 0.850  0.23
H 1.308 1.706 2.145  0.23
H 0.414 2.463 -2.296  0.21
H -1.892 -1.347 -4.255  0.19
H 0.572 3.853 -1.257  0.28
H -1.063 3.318 -1.655  0.21
H 0.322 4.947 0.455  0.22
H 0.405 -3.008 -0.925  0.23
H -0.370 1.153 2.377  0.22
H -1.978 3.884 0.389  0.21
H 0.694 4.552 2.128  0.26
H 1.500 -0.812 -3.022  0.27
H 0.191 2.630 3.162  0.26
H -1.173 -2.942 -4.237  0.27
H 0.661 0.699 -3.401  0.20
H 1.510 0.494 -1.818  0.24
H -0.193 -3.974 -2.289  0.26
H -2.949 -1.473 -2.069  0.19


The following is a DFT calculation (ωB97M-V/def2-TZVPD) of a structure of composition C17H24HfN3O3P.

The HOMO energy is -23.5 eV. Its relative energy (zero: lowest compared OMol25 entry of this formula, charge and spin) is 64.52 kcal/mol. As for the net charge: +4. Its gap between HOMO and LUMO is 0.269 hartree.

Last column: natural (NBO) charge in e.
CARTESIAN COORDINATES (ANGSTROEM)
Hf 1.078 0.084 -0.429  2.31
P -1.904 -0.144 1.569  1.94
O -3.040 1.104 -2.349  -0.44
O -2.306 -2.747 -2.150  -0.42
O -0.629 -0.084 0.707  -1.14
N 1.013 -2.287 0.201  -0.57
N 0.058 -0.054 -2.448  -0.65
N 0.165 2.534 -0.053  -0.53
C 2.549 1.080 -1.866  -0.25
C 1.436 -4.321 1.757  -0.78
C 1.216 -3.205 0.881  0.61
C 2.788 1.135 0.565  -0.31
C -2.552 1.491 1.842  -1.03
C 3.099 -0.942 -0.654  -0.21
C 3.054 -0.245 0.566  -0.27
C -3.197 -1.078 0.765  -1.02
C -0.089 -0.092 -3.600  0.70
C 0.058 3.367 0.750  0.57
C -1.317 -2.581 -1.600  0.48
C -0.112 4.396 1.739  -0.78
C 2.802 -0.304 -1.867  -0.25
C -1.529 -0.930 3.120  -1.01
C -2.394 1.529 -1.497  0.49
C 2.586 1.787 -0.662  -0.15
C -0.235 -0.143 -5.022  -0.79
H 2.498 2.869 -0.696  0.33
H -2.449 -1.030 3.716  0.32
H -2.609 2.035 0.888  0.28
H 3.377 -1.991 -0.680  0.33
H 1.648 -3.949 2.766  0.31
H -1.911 2.044 2.542  0.26
H -3.563 1.426 2.280  0.32
H -2.949 -2.146 0.757  0.28
H -0.160 0.873 -5.436  0.34
H -4.132 -0.948 1.333  0.31
H -1.052 4.934 1.578  0.33
H -1.208 -0.573 -5.289  0.35
H -0.809 -0.325 3.687  0.28
H 0.713 5.114 1.691  0.32
H 2.800 1.695 1.499  0.34
H 2.290 -4.918 1.417  0.33
H 3.259 -0.755 1.508  0.33
H -3.364 -0.727 -0.259  0.28
H -1.107 -1.930 2.951  0.27
H 2.788 -0.873 -2.791  0.33
H -0.120 3.942 2.736  0.30
H 0.546 -4.957 1.786  0.33
H 0.566 -0.764 -5.452  0.33
H 2.347 1.605 -2.797  0.33